[1]
Computed, not measured: a 2-piece molecular cluster, C5H7N overall, with ωB97M-V with the def2-TZVPD basis set.

Structure (ORCA input):
```
! RIJCOSX wB97M-V def2-TZVPD def2/J DEFGRID3
* xyz 0 3
C -1.081 0.924 -0.153
C -1.584 -1.577 0.015
C -1.557 -1.025 1.395
C -1.314 0.206 1.049
C 2.418 1.333 -0.729
N -1.260 -0.269 -0.692
H -0.743 -2.240 -0.147
H -2.567 -1.956 -0.161
H -1.916 -1.392 2.337
H 2.648 1.719 -1.664
H 1.811 0.458 -0.579
H 1.868 2.325 -0.512
H 3.276 1.493 -0.160
*
```

Output
expectation value of S² = 2.02
ΔE to the lowest compared entry with this formula, charge and spin = 95.91 kcal/mol
orbital gap (spin up / spin down) = 7.363 / 7.905 eV
LUMO energy (spin up / spin down) = 0.31 / -1.84 eV
molar mass = 81.12 Da

---

[2]
Computed, not measured: a 10-piece molecular cluster, C38H68O30 overall, with ωB97M-V with the def2-TZVPD basis set.

Structure (ORCA input):
```
! RIJCOSX wB97M-V def2-TZVPD def2/J DEFGRID3
* xyz 0 1
C 6.083 0.138 -2.881
C 5.697 -0.196 -4.306
C 5.884 -1.677 -4.713
O 4.590 -2.158 -5.026
C 3.670 -1.215 -4.761
O 2.494 -1.340 -4.878
O 4.262 -0.066 -4.396
H 5.833 -0.708 -2.231
H 5.532 0.972 -2.447
H 7.146 0.335 -2.745
H 6.146 0.503 -5.010
H 6.313 -2.226 -3.876
H 6.532 -1.739 -5.584
C 2.109 -1.492 5.254
C 1.300 -2.783 5.277
C 0.523 -3.076 6.550
O -0.648 -3.724 6.040
C -0.850 -3.307 4.783
O -1.766 -3.582 4.111
O 0.221 -2.613 4.343
H 2.904 -1.540 4.504
H 2.766 -1.377 6.127
H 1.494 -0.605 5.146
H 1.927 -3.600 4.910
H 0.165 -2.133 6.966
H 1.165 -3.620 7.236
C -2.930 -1.649 -4.367
C -3.432 -1.034 -3.068
C -2.735 0.302 -2.715
O -3.843 1.207 -2.598
C -4.984 0.638 -2.983
O -6.027 1.183 -2.914
O -4.790 -0.640 -3.311
H -1.925 -2.029 -4.139
H -2.726 -0.835 -5.063
H -3.519 -2.412 -4.863
H -3.383 -1.727 -2.228
H -1.990 0.548 -3.473
H -2.247 0.290 -1.745
C -2.010 3.265 -0.610
C -0.799 4.055 -0.180
C -0.702 5.473 -0.832
O -0.775 6.351 0.284
C -0.546 5.648 1.415
O -0.361 6.177 2.470
O -0.917 4.375 1.223
H -2.248 2.521 0.153
H -1.918 2.650 -1.504
H -2.872 3.914 -0.771
H 0.152 3.536 -0.298
H -1.506 5.658 -1.540
H 0.246 5.611 -1.356
C 4.457 -2.269 0.434
C 4.417 -3.696 -0.067
O 3.428 -3.832 -1.064
C 2.175 -4.047 -0.750
O 1.783 -4.131 0.372
O 1.475 -4.172 -1.847
C 0.112 -4.575 -1.717
H 4.853 -1.654 -0.373
H 5.114 -2.167 1.305
H 3.530 -1.865 0.841
H 4.351 -4.452 0.722
H 5.389 -3.952 -0.495
H -0.074 -5.324 -2.487
H -0.518 -3.706 -1.888
H -0.083 -5.067 -0.767
C -2.529 1.617 3.077
C -3.954 1.297 2.639
O -4.561 0.475 3.618
C -5.114 1.011 4.714
O -5.353 2.182 4.809
O -5.359 0.109 5.624
C -4.669 -1.148 5.664
H -2.119 2.280 2.306
H -1.898 0.731 3.051
H -2.498 2.143 4.028
H -3.919 0.775 1.682
H -4.551 2.180 2.402
H -5.010 -1.662 6.556
H -3.641 -0.872 5.928
H -4.683 -1.696 4.732
C -1.216 -2.483 1.211
C -2.693 -2.813 1.191
O -3.410 -1.783 0.499
C -4.732 -1.741 0.694
O -5.356 -2.572 1.287
O -5.182 -0.724 -0.004
C -6.576 -0.349 0.080
H -0.588 -3.344 1.442
H -1.009 -1.803 2.039
H -0.788 -2.003 0.328
H -3.001 -2.787 2.236
H -2.919 -3.772 0.725
H -7.074 -1.021 -0.620
H -6.643 0.628 -0.394
H -6.930 -0.273 1.102
C 0.713 2.915 3.869
C 1.905 3.545 3.198
O 2.005 3.144 1.829
C 2.849 3.842 1.081
O 3.351 4.891 1.345
O 2.978 3.197 -0.073
C 3.472 3.943 -1.177
H -0.184 3.461 3.590
H 0.826 2.883 4.954
H 0.630 1.848 3.646
H 2.826 3.196 3.691
H 1.998 4.618 3.374
H 2.618 4.490 -1.585
H 3.869 3.307 -1.960
H 4.193 4.693 -0.858
C -0.625 -0.555 -6.876
O -0.413 0.038 -5.604
C 0.413 1.064 -5.506
O 1.061 1.553 -6.385
O 0.426 1.416 -4.236
C 1.473 2.298 -3.802
H -1.521 -1.163 -6.767
H 0.198 -1.225 -7.129
H -0.794 0.156 -7.682
H 1.312 2.416 -2.737
H 1.546 3.175 -4.440
H 2.396 1.736 -3.969
C 0.753 -0.598 2.094
O 0.055 0.183 1.135
C 0.499 0.338 -0.091
O -0.131 0.867 -0.970
O 1.712 -0.196 -0.229
C 2.272 -0.243 -1.533
H 1.067 -1.592 1.778
H 0.159 -0.591 2.995
H 1.697 -0.086 2.332
H 1.474 -0.031 -2.240
H 2.649 -1.257 -1.666
H 3.138 0.408 -1.642
*
```

Output
ΔE to the lowest compared entry with this formula, charge and spin = 0.00 kcal/mol
orbital gap = 10.340 eV
LUMO energy = 0.04 eV
molar mass = 1004.93 Da
SMILES string = C[C@H]1COC(=O)O1.C[C@H]1COC(=O)O1.C[C@H]1COC(=O)O1.C[C@H]1COC(=O)O1.CCOC(=O)OC.CCOC(=O)OC.CCOC(=O)OC.CCOC(=O)OC.COC(=O)OC.COC(=O)OC